(1)
{"formula": "C5H8", "method": "ωB97M-V/def2-TZVPD", "symbols": ["C", "H", "H", "H", "H", "C", "C", "C", "H", "H", "H", "H", "C"], "xyz": [[0.96, -0.44, 0.37], [-2.37, -0.51, -0.72], [0.02, 2.31, 0.44], [2.02, 0.85, -0.91], [3.03, -0.46, -0.04], [2.07, 0.04, -0.22], [-0.64, 1.51, 0.10], [-0.38, 0.19, 0.12], [-1.66, 1.78, -0.13], [-1.77, -1.27, 0.89], [1.00, -1.36, 1.01], [-0.89, -1.77, -0.78], [-1.39, -0.88, -0.15]], "lowdin_charge": [-0.17, 0.11, 0.07, 0.04, 0.06, 0.01, 0.04, -0.43, 0.05, 0.11, 0.11, 0.12, -0.12], "energy_ha": -195.2434, "de_lowest_ev": 1.323, "smiles": "C=CC(=C)C"}

(2)
{"formula": "C2H9N2O", "method": "ωB97M-V/def2-TZVPD", "symbols": ["H", "H", "H", "N", "H", "C", "N", "H", "H", "O", "H", "H", "H", "C"], "xyz": [[0.17, -2.69, 0.29], [1.21, 1.94, 1.78], [-0.66, -1.55, -1.77], [-0.14, 0.46, -2.06], [-0.32, 1.38, -1.64], [0.43, -1.66, 0.81], [-0.40, -0.58, 0.07], [1.47, -1.40, 0.75], [0.19, -1.53, 1.91], [0.22, 1.88, 1.87], [-0.07, 2.57, 2.52], [0.54, 0.33, -2.80], [-0.46, 0.23, 0.66], [-0.44, -0.60, -1.27]], "lowdin_charge": [0.13, 0.08, 0.16, 0.16, 0.14, 0.01, 0.02, 0.07, 0.11, -0.10, 0.08, 0.14, 0.08, -0.09], "energy_ha": -266.0715, "de_lowest_ev": 2.182, "total_charge": 1}

(3)
{"formula": "CN2OS", "method": "ωB97M-V/def2-TZVPD", "symbols": ["N", "O", "C", "S", "N"], "xyz": [[-1.29, 0.33, -0.24], [2.40, 0.10, 0.26], [1.67, -0.72, 0.57], [-1.94, -0.98, 0.07], [-0.83, 1.26, -0.65]], "lowdin_charge": [-0.84, 0.01, -0.02, 0.67, 0.17], "energy_ha": -621.0058, "de_lowest_ev": 0.131}